No. 1
{
  "formula": "C19H19IN8RuS2",
  "method": "ωB97M-V with the def2-TZVPD basis set",
  "symbols": ["I", "Ru", "S", "S", "N", "N", "N", "N", "N", "N", "N", "N", "C", "C", "C", "C", "C", "C", "C", "C", "C", "C", "C", "C", "C", "C", "C", "C", "C", "C", "C", "H", "H", "H", "H", "H", "H", "H", "H", "H", "H", "H", "H", "H", "H", "H", "H", "H", "H", "H"],
  "coordinates": [[0.453, 0.521, -2.633], [0.247, -0.086, -0.131], [2.417, -0.495, 0.418], [3.760, 0.341, 3.010], [0.139, 0.483, 1.813], [-1.160, -3.965, 0.268], [-1.703, -8.088, -0.847], [1.230, 0.527, 2.656], [-2.201, -7.131, -0.179], [-1.838, 0.342, 0.115], [-1.194, -6.339, 0.293], [-0.346, -2.018, -0.275], [-4.381, 1.276, 0.715], [-0.971, 0.983, 2.229], [-2.101, 0.923, 1.311], [-4.120, 0.645, -0.488], [1.961, -8.345, -1.301], [2.314, 0.136, 2.055], [-2.833, 0.198, -0.755], [4.858, -0.944, 2.377], [-1.520, -5.164, 1.027], [-0.479, -2.894, 0.720], [-1.490, -3.760, -1.051], [0.055, -2.793, 2.104], [0.014, -6.822, -0.123], [2.293, -7.188, -0.565], [0.655, -8.746, -1.457], [1.336, -6.402, 0.038], [-3.352, 1.414, 1.638], [-0.326, -7.957, -0.854], [-0.989, -2.551, -1.382], [5.040, -0.839, 1.311], [4.470, -1.931, 2.613], [3.335, -6.911, -0.474], [-5.367, 1.658, 0.936], [0.389, -9.629, -2.020], [0.646, -1.891, 2.213], [1.605, -5.516, 0.598], [-1.044, 1.420, 3.218], [-1.001, -5.133, 1.984], [-2.595, -5.187, 1.196], [-3.513, 1.892, 2.594], [-2.021, -4.499, -1.626], [-4.892, 0.512, -1.232], [2.757, -8.921, -1.750], [-0.979, -2.052, -2.333], [-0.749, -2.776, 2.842], [5.796, -0.792, 2.908], [0.703, -3.642, 2.327], [-2.581, -0.263, -1.700]],
  "forces_ev_per_a": [[-0.14, -0.02, -0.07], [0.47, 0.14, -0.12], [-0.10, -0.06, 0.01], [-0.13, -0.13, 0.05], [-0.23, -0.31, 0.18], [-0.07, 0.02, 0.05], [-0.02, 0.00, 0.00], [-0.11, 0.04, -0.25], [-0.02, 0.02, -0.04], [-0.05, 0.23, -0.07], [-0.01, -0.04, 0.04], [-0.45, -0.02, 0.53], [0.03, 0.01, 0.02], [0.06, 0.03, -0.10], [0.03, -0.09, 0.09], [-0.02, -0.02, 0.00], [-0.01, 0.01, 0.01], [0.27, 0.05, 0.15], [0.01, 0.02, -0.04], [0.05, 0.11, -0.08], [0.03, 0.01, -0.02], [0.19, -0.07, -0.11], [0.00, -0.01, -0.02], [-0.04, 0.04, -0.02], [-0.02, 0.00, 0.02], [0.02, 0.00, -0.01], [0.02, 0.01, 0.01], [0.00, -0.01, 0.01], [-0.02, -0.08, -0.07], [0.02, -0.01, -0.02], [0.22, 0.01, -0.10], [0.00, 0.01, -0.01], [-0.01, -0.01, -0.03], [0.00, 0.00, 0.00], [-0.01, -0.02, 0.00], [-0.01, 0.00, 0.00], [0.01, -0.02, 0.02], [0.00, 0.00, 0.00], [0.04, 0.08, -0.02], [0.03, 0.01, -0.02], [0.01, -0.02, 0.02], [0.01, -0.01, 0.01], [0.00, 0.00, -0.01], [0.00, 0.01, 0.00], [0.00, 0.00, 0.00], [-0.05, 0.03, 0.02], [0.00, 0.00, 0.00], [-0.01, -0.01, 0.01], [0.00, 0.00, 0.00], [0.01, 0.04, -0.01]],
  "lowdin_charge": [0.2103, 0.6691, 0.5833, 0.8966, -0.1905, 0.0034, 0.0854, -0.0669, 0.0597, -0.0369, -0.0767, -0.0767, -0.0193, -0.0171, -0.2398, -0.0127, -0.0691, -1.0591, -0.1148, -0.4052, -0.0550, -0.3079, -0.0115, 0.0116, -0.1726, -0.0686, 0.0021, -0.0111, 0.0119, -0.2211, -0.1351, 0.0170, 0.0413, 0.1089, 0.1243, 0.1209, 0.0286, 0.1015, 0.1462, 0.1359, 0.1474, 0.1279, 0.1367, 0.1220, 0.1089, 0.0453, 0.1029, 0.0416, 0.0922, 0.0846],
  "spin_multiplicity": 2,
  "charge": 1,
  "s2": 0.761
}

No. 2
{
  "formula": "C19H19N3O2S",
  "method": "ωB97M-V with the def2-TZVPD basis set",
  "symbols": ["S", "O", "O", "N", "N", "N", "C", "C", "C", "C", "C", "C", "C", "C", "C", "C", "C", "C", "C", "C", "C", "C", "C", "C", "C", "H", "H", "H", "H", "H", "H", "H", "H", "H", "H", "H", "H", "H", "H", "H", "H", "H", "H", "H"],
  "coordinates": [[-1.042, 1.928, -0.068], [-2.120, 2.867, -0.425], [0.065, 2.527, 0.725], [2.063, 0.725, -1.071], [2.789, -0.483, -0.916], [-0.345, 1.193, -1.549], [-2.940, -5.691, 2.271], [-2.219, -4.562, 2.259], [4.559, 3.281, -0.016], [-2.799, -3.205, 2.682], [2.410, 3.081, -1.848], [0.792, 0.385, -1.483], [-2.942, 0.078, 0.695], [-0.635, -0.375, 1.452], [-1.626, 0.426, 0.874], [0.804, -0.945, -1.769], [4.239, 4.401, -0.849], [3.781, 2.163, -0.056], [2.130, -1.383, -1.497], [2.670, 2.043, -0.954], [-2.334, -2.033, 1.877], [3.196, 4.307, -1.783], [-1.289, 1.042, -2.672], [-3.258, -1.222, 1.109], [-0.962, -1.638, 1.935], [5.471, 3.258, 0.547], [1.649, 3.060, -2.630], [-1.841, 0.080, -2.700], [-2.474, -6.601, 2.163], [0.318, 0.050, 1.598], [4.902, 5.220, -0.947], [-1.195, -4.502, 1.746], [2.884, 5.018, -2.546], [-3.630, 0.655, 0.214], [-0.050, -1.535, -1.967], [4.211, 1.456, 0.644], [-0.731, 1.201, -3.597], [-2.109, 1.756, -2.647], [-2.448, -3.008, 3.716], [-4.232, -1.665, 1.068], [-3.956, -5.630, 2.668], [2.390, -2.422, -1.352], [-3.841, -2.988, 2.626], [-0.306, -2.313, 2.474]],
  "forces_ev_per_a": [[1.75, 1.52, 1.50], [1.39, -2.46, -0.04], [-1.81, -1.76, -1.88], [-0.46, -0.44, 0.57], [2.74, 4.54, 0.15], [-1.38, 2.21, 1.11], [-0.21, 2.79, 1.29], [-0.26, 0.42, -1.43], [-0.83, 1.90, -1.81], [1.44, 0.29, -0.18], [0.91, 1.19, 0.61], [-0.16, -0.33, 0.02], [1.68, -3.38, 1.00], [-0.95, -0.40, 0.00], [0.87, 1.55, -1.37], [0.41, -0.05, -0.28], [-0.65, -1.37, -1.00], [-0.30, -0.04, -0.03], [-3.23, -2.16, 0.56], [1.35, -0.95, 0.33], [1.35, 1.90, -1.70], [-0.88, -2.48, 0.87], [-0.25, -0.58, -0.01], [1.29, -0.93, 2.23], [-2.13, 0.34, 0.09], [0.13, 0.26, 0.40], [0.09, -0.42, 0.39], [0.75, 0.09, 0.08], [0.67, -2.02, -0.77], [1.14, 0.28, -0.10], [0.52, 0.84, 0.33], [-1.36, -0.28, 1.21], [0.61, 0.34, 0.46], [-1.65, 1.69, -1.24], [-0.56, -0.45, -0.42], [-1.04, -0.97, -0.42], [-0.11, -0.20, 0.05], [0.41, 0.50, 0.37], [-0.37, -0.12, -0.37], [-0.68, 0.32, -0.32], [0.23, -0.29, -0.17], [0.43, 0.01, -0.44], [-1.27, -1.34, 0.48], [0.37, 0.43, -0.10]],
  "lowdin_charge": [0.8008, -0.3105, -0.3188, 0.0091, 0.1005, -0.1740, 0.0046, -0.1500, -0.0881, -0.1715, -0.0116, -0.3238, -0.0494, -0.0522, -0.2448, -0.0135, -0.0747, -0.0352, -0.1737, -0.1629, -0.2099, -0.0575, -0.0799, 0.0044, -0.0081, 0.0968, 0.1062, 0.0886, 0.0218, 0.1000, 0.0796, 0.1243, 0.0966, 0.0835, 0.0945, 0.1080, 0.0937, 0.0729, 0.1349, 0.1010, 0.0672, 0.1090, 0.0956, 0.1163],
  "smiles": "C=CCc1ccc(S(=O)(=O)N(C)c2ccnn2-c2ccccc2)cc1"
}

No. 3
{
  "formula": "C19H19N3O2S",
  "method": "ωB97M-V with the def2-TZVPD basis set",
  "symbols": ["S", "O", "O", "N", "N", "N", "C", "C", "C", "C", "C", "C", "C", "C", "C", "C", "C", "C", "C", "C", "C", "C", "C", "C", "C", "H", "H", "H", "H", "H", "H", "H", "H", "H", "H", "H", "H", "H", "H", "H", "H", "H", "H", "H"],
  "coordinates": [[-0.228, -0.839, -1.364], [-2.187, 0.307, 0.021], [1.582, -0.542, 1.508], [-2.911, -1.322, 1.295], [3.084, -1.379, 0.007], [-1.902, -1.810, 0.543], [4.072, 0.733, 0.775], [0.458, -2.501, -1.013], [-7.108, -0.380, -0.423], [1.047, -2.598, 0.389], [6.235, 0.266, -0.890], [-7.442, 0.728, -1.184], [-5.610, 1.938, -0.215], [-6.030, -0.329, 0.442], [-4.089, 0.861, 1.490], [-6.691, 1.886, -1.079], [1.923, -1.389, 0.715], [4.105, -0.419, -0.004], [7.330, 2.416, -0.182], [-1.492, -0.826, -0.196], [5.196, -0.643, -0.838], [-3.066, -0.081, 0.981], [5.119, 1.632, 0.713], [6.214, 1.418, -0.115], [-5.277, 0.833, 0.555], [8.230, 1.968, -0.596], [0.232, -2.623, 1.113], [-0.352, -3.217, -1.142], [-6.945, 2.752, -1.672], [5.231, -1.535, -1.449], [-4.385, 0.533, 2.487], [-8.283, 0.688, -1.859], [7.075, 0.074, -1.543], [7.555, 2.808, 0.808], [5.083, 2.523, 1.323], [-5.757, -1.192, 1.032], [3.247, -2.158, -0.615], [3.232, 0.914, 1.424], [-5.024, 2.843, -0.140], [7.044, 3.255, -0.817], [1.207, -2.645, -1.792], [-3.663, 1.863, 1.538], [-7.688, -1.287, -0.504], [1.625, -3.521, 0.475]],
  "forces_ev_per_a": [[0.37, 0.01, -0.47], [0.08, 0.09, -0.05], [-0.01, 0.22, 0.19], [-1.10, 0.79, 0.86], [0.29, -0.21, -0.35], [1.02, -0.14, -1.04], [-0.20, 0.01, 0.12], [-0.36, 0.36, 0.12], [-0.01, -0.07, 0.02], [-0.02, 0.18, 0.19], [-0.05, 0.05, 0.07], [-0.05, 0.04, -0.07], [0.01, -0.04, 0.07], [-0.02, 0.06, 0.01], [0.01, 0.01, -0.30], [-0.05, 0.05, -0.08], [-0.36, -0.66, -0.02], [0.22, 0.25, 0.01], [-0.06, 0.05, -0.05], [-0.17, -0.67, 0.31], [-0.12, -0.01, 0.06], [0.08, -0.50, 0.47], [0.16, -0.13, -0.19], [0.02, 0.00, 0.04], [-0.11, 0.16, 0.03], [0.09, 0.02, -0.01], [0.22, -0.01, -0.06], [0.11, -0.08, -0.04], [-0.02, 0.06, -0.05], [0.00, -0.10, -0.06], [0.12, 0.05, -0.03], [-0.07, 0.00, -0.05], [0.09, -0.02, -0.05], [0.08, 0.05, 0.04], [-0.01, 0.09, 0.08], [0.02, -0.12, 0.05], [-0.12, 0.08, 0.18], [-0.03, -0.01, 0.02], [0.07, 0.08, 0.02], [0.07, 0.09, -0.03], [-0.07, 0.01, -0.06], [-0.05, -0.01, 0.11], [-0.05, -0.07, 0.00], [0.02, -0.04, 0.01]],
  "lowdin_charge": [1.0189, 0.0966, 0.0736, 0.1040, 0.1288, 0.0484, -0.0024, -0.4306, -0.0790, -0.1688, -0.0507, -0.0933, -0.0417, -0.0386, -0.0543, -0.0847, -0.5137, -0.2200, -0.0564, -0.6758, -0.0293, -0.3421, -0.0371, -0.2903, -0.2260, 0.0731, 0.1007, 0.0797, 0.1016, 0.1076, 0.1334, 0.1002, 0.1095, 0.0771, 0.1141, 0.1138, 0.1386, 0.1000, 0.1112, 0.0825, 0.0713, 0.1265, 0.1027, 0.1209],
  "smiles": "Cc1ccc(NC(=O)CCSc2nnc(Cc3ccccc3)o2)cc1"
}

ΔE to the lowest compared entry with this formula, charge and spin / kJ/mol: 0.0 663.4 212.7